A structure of composition C59H47CaCl5N2OP2S3, computed with wB97M-V/def2-TZVPD.

The geometry in XYZ format:
```
120
Properties=species:S:1:pos:R:3:mulliken_charge:R:1
Ca 0.149 2.159 -1.693 1.54
S 0.245 0.645 1.549 0.92
C 1.690 0.355 2.272 -1.00
N 1.888 -0.514 3.274 0.30
C 3.187 -0.606 3.930 -0.60
C 3.735 0.786 4.066 -0.89
N 3.860 1.361 2.731 0.34
C 5.047 2.189 2.485 -1.57
C 6.315 1.375 2.529 0.62
C 6.582 0.457 1.513 -0.22
C 7.726 -0.323 1.562 -0.71
C 8.617 -0.193 2.622 -0.40
C 8.359 0.721 3.632 -0.59
C 7.208 1.500 3.585 -0.23
C 2.950 1.104 1.791 0.01
S 3.117 1.488 0.192 -0.13
C 0.881 -1.514 3.645 -1.38
C 1.205 -2.859 3.036 0.22
C 1.541 -3.950 3.824 -0.52
C 1.855 -5.174 3.241 -0.66
C 1.839 -5.309 1.862 -0.55
C 1.503 -4.219 1.063 -0.81
C 1.187 -3.004 1.647 1.25
H 3.875 -1.240 3.364 0.30
H 3.041 -1.054 4.912 0.51
H 4.726 0.758 4.515 0.48
H 3.083 1.402 4.692 0.27
H 5.066 2.975 3.243 0.43
H 4.914 2.649 1.510 0.52
H 5.886 0.365 0.687 0.38
H 7.929 -1.030 0.768 0.41
H 9.513 -0.800 2.656 0.38
H 9.052 0.831 4.457 0.38
H 7.010 2.221 4.371 0.39
H -0.083 -1.152 3.294 0.06
H 0.853 -1.581 4.734 0.62
H 1.550 -3.849 4.904 0.39
H 2.112 -6.020 3.867 0.37
H 2.089 -6.259 1.407 0.41
H 1.479 -4.317 -0.017 0.57
H 0.911 -2.159 1.028 0.00
Cl -1.868 1.686 -5.246 -0.22
C -0.313 2.526 -5.208 1.13
C 0.434 2.508 -4.042 -1.70
C 1.612 3.213 -4.141 1.61
Cl 2.655 3.260 -2.677 -0.32
C 2.079 3.892 -5.262 -0.81
Cl 3.582 4.734 -5.254 -0.19
C 1.289 3.864 -6.405 0.81
Cl 1.804 4.675 -7.833 -0.20
C 0.076 3.172 -6.381 -0.56
Cl -0.905 3.146 -7.799 -0.19
C -3.244 -0.690 -3.034 -1.58
P -1.854 -0.004 -2.055 0.00
C -2.214 -0.592 -0.364 0.98
C -2.895 0.306 0.455 -0.77
C -3.305 -0.077 1.727 -0.55
C -3.026 -1.354 2.190 -0.74
C -2.325 -2.248 1.387 -0.85
C -1.924 -1.868 0.117 0.44
C -0.333 -0.901 -2.539 1.15
C -0.082 -1.239 -3.869 -1.34
C 1.150 -1.750 -4.245 -0.73
C 2.167 -1.900 -3.309 -1.20
C 1.946 -1.529 -1.993 -0.73
C 0.703 -1.034 -1.611 0.54
P -3.844 -2.398 -2.682 -0.02
C -5.209 -2.517 -3.911 0.60
C -5.862 -1.423 -4.473 -0.27
C -6.937 -1.601 -5.339 -0.70
C -7.375 -2.875 -5.655 -0.46
C -6.737 -3.977 -5.094 -0.65
C -5.671 -3.798 -4.229 -0.42
C -2.569 -3.391 -3.556 0.45
C -1.807 -4.292 -2.822 -0.42
C -0.820 -5.057 -3.438 -0.55
C -0.604 -4.938 -4.801 -0.53
C -1.380 -4.059 -5.552 -0.69
C -2.353 -3.294 -4.932 -0.38
H -3.033 -0.545 -4.096 0.66
H -4.069 -0.016 -2.787 0.71
H -3.083 1.318 0.111 0.34
H -3.826 0.632 2.357 0.48
H -3.344 -1.652 3.181 0.41
H -2.099 -3.244 1.748 0.52
H -1.369 -2.566 -0.502 0.57
H -0.845 -1.096 -4.621 0.56
H 1.320 -2.020 -5.280 0.51
H 3.131 -2.292 -3.611 0.43
H 2.733 -1.613 -1.254 0.63
H 0.548 -0.758 -0.572 -0.43
H -5.540 -0.415 -4.251 0.29
H -7.426 -0.735 -5.768 0.39
H -8.208 -3.013 -6.332 0.38
H -7.073 -4.978 -5.332 0.39
H -5.183 -4.666 -3.800 0.37
H -1.986 -4.397 -1.757 0.48
H -0.231 -5.753 -2.853 0.46
H 0.161 -5.533 -5.284 0.41
H -1.223 -3.973 -6.621 0.41
H -2.962 -2.620 -5.526 0.42
C -2.501 7.247 8.209 -1.05
C -2.241 6.731 6.811 0.72
O -1.239 6.974 6.201 -0.52
S -3.582 5.709 6.202 -0.25
C -2.955 5.177 4.642 0.17
C -2.555 3.855 4.473 -0.57
C -2.060 3.426 3.252 -0.29
C -1.946 4.311 2.175 0.28
C -2.363 5.634 2.354 -0.69
C -2.863 6.061 3.572 -0.29
C -1.408 3.866 0.918 -0.33
C -0.930 3.483 -0.143 -1.06
H -2.134 8.268 8.281 0.31
H -1.940 6.627 8.910 0.27
H -3.556 7.205 8.477 0.35
H -2.635 3.164 5.303 0.44
H -1.746 2.397 3.117 0.49
H -2.293 6.321 1.522 0.50
H -3.183 7.088 3.699 0.41
```

For the relative energy (zero: lowest compared OMol25 entry of this formula, charge and spin), the calculation gives 24.3 kcal per mole. The value obtained for the HOMO-LUMO gap is 6.96 eV.



A structure of composition C59H51N3O3P3PdS2 in a non-equilibrium geometry, computed with wB97M-V/def2-TZVPD.

The geometry in XYZ format:
```
122
Properties=species:S:1:pos:R:3:mulliken_charge:R:1
Pd -1.009 0.140 -0.028 0.57
C -0.871 4.670 0.507 -2.12
C -1.445 3.309 0.241 1.20
N -0.872 2.447 -0.541 1.10
N 0.299 2.865 -1.144 -0.44
C 0.486 2.306 -2.281 -0.34
S -0.716 1.236 -3.058 -0.42
S 1.930 2.795 -3.188 -0.11
C 1.021 3.765 -4.437 -1.26
C 0.163 4.829 -3.828 0.66
C -1.207 4.616 -3.704 -0.03
C -2.022 5.575 -3.121 -0.75
C -1.469 6.759 -2.657 -0.52
C -0.103 6.975 -2.769 -0.59
C 0.709 6.013 -3.347 -0.33
C -2.730 2.927 0.839 0.72
C -3.364 3.851 1.694 -1.03
C -4.596 3.629 2.264 -1.07
C -5.264 2.439 1.969 -0.51
C -4.689 1.512 1.141 -0.55
C -3.409 1.702 0.554 0.37
O -2.992 0.731 -0.208 -0.77
H 0.103 4.787 0.042 0.39
H -0.781 4.831 1.582 0.38
H -1.537 5.437 0.111 0.51
H 0.422 3.091 -5.053 0.41
H 1.802 4.177 -5.080 0.61
H -1.642 3.691 -4.065 0.34
H -3.086 5.396 -3.037 0.44
H -2.102 7.515 -2.211 0.43
H 0.330 7.899 -2.410 0.39
H 1.776 6.184 -3.428 0.42
H -2.868 4.789 1.903 0.41
H -5.049 4.368 2.910 0.46
H -6.240 2.246 2.395 0.42
H -5.191 0.584 0.906 0.48
O 0.562 -1.270 0.590 1.34
P 0.883 -2.124 1.780 1.45
C 0.187 -1.439 3.326 -1.75
P -0.277 0.301 3.106 1.15
O -1.247 0.424 1.969 -0.47
C -1.037 0.864 4.625 0.31
C -1.472 2.188 4.641 -0.34
C -2.128 2.686 5.751 -0.72
C -2.346 1.870 6.852 -0.54
C -1.916 0.552 6.842 -0.80
C -1.267 0.046 5.726 -0.38
C 1.256 1.208 2.892 0.88
C 2.158 1.324 3.948 -0.72
C 3.355 1.990 3.754 -0.86
C 3.646 2.561 2.518 -0.76
C 2.742 2.462 1.473 -0.37
C 1.552 1.773 1.661 0.02
C 2.659 -2.217 2.014 0.32
C 3.250 -3.283 2.684 -0.89
C 4.616 -3.289 2.900 -0.73
C 5.394 -2.231 2.448 -0.81
C 4.807 -1.170 1.775 -1.21
C 3.440 -1.162 1.554 0.33
C 0.303 -3.821 1.645 -0.03
C -0.636 -4.419 2.478 -0.79
C -1.024 -5.734 2.264 -0.75
C -0.480 -6.455 1.214 -0.75
C 0.455 -5.864 0.375 -0.55
C 0.847 -4.557 0.593 -0.24
H 0.914 -1.555 4.133 0.72
H -0.729 -1.964 3.601 0.70
H -1.320 2.823 3.775 0.31
H -2.475 3.710 5.755 0.45
H -2.860 2.262 7.719 0.42
H -2.089 -0.084 7.699 0.43
H -0.942 -0.987 5.731 0.36
H 1.927 0.910 4.923 0.46
H 4.058 2.080 4.570 0.45
H 4.577 3.094 2.380 0.47
H 2.941 2.919 0.512 0.59
H 0.852 1.687 0.841 -0.22
H 2.648 -4.116 3.028 0.46
H 5.077 -4.120 3.416 0.47
H 6.462 -2.237 2.619 0.45
H 5.414 -0.349 1.418 0.53
H 2.978 -0.346 1.017 0.34
H -1.079 -3.884 3.306 0.26
H -1.749 -6.191 2.922 0.46
H -0.782 -7.481 1.048 0.42
H 0.880 -6.425 -0.446 0.50
H 1.586 -4.101 -0.053 0.48
N -0.772 -0.118 -2.003 0.16
P -0.244 -1.517 -2.651 1.05
C -0.502 -1.503 -4.430 0.44
C 0.551 -1.631 -5.327 -0.54
C 0.297 -1.609 -6.692 -0.83
C -1.000 -1.455 -7.153 -0.57
C -2.052 -1.325 -6.254 -0.84
C -1.806 -1.351 -4.895 -0.28
C -1.199 -2.930 -2.062 0.40
C -1.174 -4.085 -2.847 -0.96
C -1.902 -5.201 -2.473 -1.05
C -2.677 -5.168 -1.324 -0.75
C -2.725 -4.018 -0.552 -0.73
C -1.988 -2.901 -0.912 -0.06
C 1.516 -1.839 -2.373 1.64
C 2.067 -3.113 -2.458 -1.14
C 3.428 -3.298 -2.279 -0.49
C 4.251 -2.209 -2.026 -0.72
C 3.710 -0.934 -1.955 -0.31
C 2.347 -0.751 -2.121 -0.34
H 1.567 -1.737 -4.971 0.46
H 1.116 -1.707 -7.391 0.45
H -1.197 -1.434 -8.216 0.42
H -3.065 -1.204 -6.615 0.47
H -2.627 -1.249 -4.195 0.47
H -0.611 -4.108 -3.772 0.52
H -1.880 -6.087 -3.093 0.46
H -3.258 -6.036 -1.042 0.46
H -3.348 -3.979 0.331 0.53
H -2.054 -1.993 -0.318 0.76
H 1.436 -3.970 -2.657 0.44
H 3.849 -4.293 -2.342 0.47
H 5.313 -2.356 -1.888 0.41
H 4.346 -0.079 -1.766 0.49
H 1.927 0.242 -2.052 -0.61
```

The total charge is +1. The value obtained for the HOMO-LUMO gap (spin up / spin down) is 6.75 / 6.75 eV.